The following is a quantum chemistry calculation of C30H86AsF6O13 as an isolated structure, from the Open Molecules 2025 dataset.

Computed properties:
- total energy (eV) = -136273.844
- charge = -1

The geometry in XYZ format:
```
136
Properties=species:S:1:pos:R:3:forces:R:3
As -8.2863 5.4129 -10.0209 0.089 0.054 -1.381
F -8.4700 4.1934 -11.2426 -0.074 -0.262 -0.372
F -9.1241 6.5532 -11.0437 -0.221 0.152 -0.077
F -8.1006 6.6460 -8.8450 0.146 0.175 0.496
F -7.4270 4.2662 -9.0791 0.080 -0.228 0.402
F -6.8393 5.8985 -10.7955 0.638 0.175 -0.022
F -9.7890 4.9175 -9.3735 -0.391 -0.244 0.584
O -11.8764 6.8611 -11.4243 0.264 0.349 -0.314
H -10.9242 7.0463 -11.4645 -0.187 -0.129 0.239
H -12.0406 6.3438 -12.2235 -0.420 0.133 0.150
O -13.4396 3.1479 -9.1176 0.393 0.050 0.109
H -14.1896 3.5264 -9.5821 -0.025 -0.016 -0.045
H -12.8614 3.9277 -8.9593 -0.543 -0.150 -0.088
O -12.3672 5.7156 -8.9038 0.047 0.014 0.196
H -12.5201 6.3822 -9.5897 0.005 -0.219 -0.169
H -11.4464 5.4653 -9.0675 -0.026 0.203 0.122
C -12.2427 10.5016 -12.0959 -0.526 0.479 0.114
C -11.0198 11.1558 -11.4711 0.375 -1.191 -0.877
C -10.2993 10.2373 -10.5120 -0.170 -0.278 0.168
O -10.0701 11.4078 -12.5565 -0.463 0.709 0.743
H -11.9627 9.7247 -12.8032 0.156 -0.170 0.197
H -12.8355 11.2323 -12.6571 0.097 0.027 0.030
H -12.9009 10.0825 -11.3314 0.084 -0.093 -0.051
H -11.2884 12.0701 -10.9373 0.100 0.172 -0.232
H -9.8927 9.3343 -10.9761 -0.057 0.179 -0.377
H -10.9976 9.8533 -9.7649 0.166 0.305 0.272
H -9.4631 10.7815 -10.0779 -0.090 -0.100 0.356
H -10.1975 12.3148 -12.8494 0.097 -0.057 -0.190
C -11.3999 3.5083 -12.1325 0.179 -0.769 0.349
C -11.5007 4.3902 -13.3495 0.048 -0.442 -0.814
C -11.1206 3.6410 -14.6248 -0.203 0.474 -0.158
O -12.7964 4.9819 -13.5696 0.211 0.287 0.573
H -10.3863 3.1010 -12.1011 0.076 0.221 0.072
H -12.0286 2.6103 -12.1482 -0.324 0.326 -0.273
H -11.5685 4.0150 -11.1845 -0.103 0.191 -0.118
H -10.8065 5.2239 -13.2165 -0.012 -0.001 -0.023
H -10.1175 3.2195 -14.5953 -0.087 -0.219 0.139
H -11.1587 4.3259 -15.4768 0.043 0.038 0.054
H -11.8817 2.8757 -14.8094 0.270 -0.258 0.049
H -13.3036 4.4516 -14.1884 0.065 -0.135 0.049
C -9.2937 10.5659 -6.8581 0.284 0.204 0.803
C -8.3761 9.3883 -7.1823 -0.770 0.467 -0.589
C -6.9871 9.5334 -6.5936 0.635 -0.741 -0.185
O -9.0310 8.1891 -6.7882 0.195 0.050 0.296
H -8.9466 11.4662 -7.3728 -0.169 -0.091 -0.193
H -9.2674 10.8297 -5.7919 0.078 -0.252 -0.031
H -10.3353 10.3437 -7.0822 0.066 0.001 -0.330
H -8.3102 9.3793 -8.2829 0.269 -0.073 0.107
H -6.4867 10.4695 -6.8485 -0.278 0.148 0.059
H -6.3540 8.7430 -7.0164 -0.027 0.080 0.034
H -6.9481 9.3818 -5.5129 -0.323 0.177 0.021
H -8.7501 7.4780 -7.3819 -0.020 0.190 0.181
C -9.7740 0.2075 -8.1861 0.620 0.344 0.212
C -10.7653 0.7888 -9.1560 -1.311 -0.379 -0.090
C -10.6664 0.1475 -10.5292 1.160 0.847 -1.023
O -12.0906 0.5835 -8.6106 0.378 0.163 -0.108
H -8.7545 0.4415 -8.5056 -0.014 -0.234 -0.167
H -9.8915 -0.8714 -8.0831 -0.041 -0.010 -0.068
H -9.8561 0.6638 -7.2020 -0.278 0.007 0.090
H -10.6091 1.8628 -9.2921 0.135 0.057 0.166
H -9.7228 0.4997 -10.9899 -0.003 -0.265 0.279
H -11.3860 0.5508 -11.2474 -0.424 -0.299 0.389
H -10.6237 -0.9398 -10.5655 -0.347 -0.040 0.293
H -12.6458 1.3392 -8.8657 0.105 -0.055 0.038
C -1.9869 6.6282 -10.9279 0.230 0.534 -0.121
C -2.9189 5.7348 -11.7193 0.984 -0.138 -0.621
C -4.0599 6.4972 -12.3367 -0.591 0.598 1.027
O -2.0879 5.1481 -12.7608 -0.219 -0.073 0.380
H -1.5270 7.3803 -11.5796 -0.157 -0.125 -0.141
H -1.1553 6.0704 -10.4978 -0.173 -0.132 0.169
H -2.5168 7.1940 -10.1589 -0.029 -0.237 0.113
H -3.2679 4.9343 -11.0584 -0.221 0.009 -0.138
H -4.7183 6.7819 -11.5053 -0.175 -0.116 -0.225
H -4.6509 5.9193 -13.0421 0.061 -0.094 -0.047
H -3.7443 7.4561 -12.7547 0.255 -0.228 -0.329
H -2.6002 4.4317 -13.1495 -0.018 0.039 -0.060
C -4.7440 5.9280 -5.3309 -0.164 0.001 0.422
C -5.5254 5.8490 -6.6194 0.099 0.037 -0.237
C -4.6641 6.1107 -7.8471 -0.735 0.249 -0.224
O -6.0815 4.5461 -6.6754 0.107 -0.354 0.160
H -4.0389 5.0960 -5.2893 0.026 0.032 0.051
H -5.4368 5.8534 -4.4886 0.109 -0.160 0.022
H -4.2024 6.8667 -5.2078 0.010 0.050 -0.216
H -6.3531 6.5682 -6.5833 0.082 0.129 -0.072
H -4.3192 7.1474 -7.8750 0.267 -0.101 0.131
H -5.2992 5.9978 -8.7319 0.172 -0.094 -0.064
H -3.8446 5.3966 -7.9101 0.151 0.089 0.052
H -6.3762 4.3615 -7.5766 -0.067 0.145 0.179
C -6.4936 12.1717 -10.2933 -0.243 -0.418 -0.240
C -5.9165 10.7655 -10.0541 -0.226 0.910 -0.697
C -6.6258 9.7600 -10.9295 -0.803 -0.881 -0.286
O -4.5023 10.7730 -10.2841 -0.136 -0.172 0.631
H -7.5525 12.1743 -10.0147 0.054 0.066 -0.001
H -6.4487 12.3996 -11.3636 0.067 0.145 0.077
H -5.9838 12.9420 -9.7186 0.151 -0.041 0.005
H -6.1257 10.5440 -9.0049 0.611 -0.292 -0.055
H -6.4528 8.7171 -10.6481 0.216 0.107 0.205
H -6.4441 9.7997 -12.0097 0.448 0.472 0.131
H -7.7101 9.8985 -10.8779 0.138 0.040 0.212
H -4.3503 10.9177 -11.2229 -0.145 -0.051 -0.052
C -6.1383 3.4846 -15.2358 0.034 -0.253 -0.192
C -6.9305 3.2194 -13.9724 0.201 -0.161 0.544
C -7.2409 1.7347 -13.8007 -0.735 0.127 -0.459
O -6.1476 3.6802 -12.8680 0.079 -0.001 -0.233
H -5.7190 4.4895 -15.2110 -0.054 0.016 -0.118
H -6.7543 3.3450 -16.1271 -0.109 0.208 0.052
H -5.3269 2.7581 -15.3445 0.106 0.124 0.226
H -7.8664 3.7935 -13.9760 0.015 -0.044 -0.183
H -7.9400 1.5696 -12.9777 0.267 0.010 0.197
H -6.3297 1.1562 -13.6641 0.051 0.038 0.123
H -7.7619 1.3568 -14.6911 0.163 0.018 0.001
H -6.7511 3.9102 -12.1501 0.056 -0.030 -0.002
C -9.8177 7.9548 -14.5376 0.285 -0.988 0.135
C -8.5410 8.3183 -13.8014 0.250 1.229 0.722
C -7.3204 7.5341 -14.2141 0.232 -0.443 -0.297
O -8.3059 9.7257 -13.9746 0.363 -0.019 -0.399
H -9.5989 7.7997 -15.5968 -0.120 0.446 -0.080
H -10.5695 8.7213 -14.3747 -0.108 0.001 -0.157
H -10.2109 6.9872 -14.2064 -0.049 0.123 0.159
H -8.6148 8.1837 -12.7152 -0.432 -0.303 -0.088
H -6.3662 7.9944 -13.9547 -0.237 0.304 0.305
H -7.2656 7.3643 -15.2939 -0.205 -0.107 0.023
H -7.3501 6.5817 -13.6765 0.064 -0.147 -0.282
H -8.9628 10.2189 -13.4562 0.115 -0.112 -0.126
C -8.8549 5.3399 -3.9390 0.412 0.467 0.068
C -10.0546 4.7072 -4.6046 0.575 -0.458 0.035
C -9.9538 4.8476 -6.1034 -0.397 -0.405 -0.722
O -10.0208 3.3093 -4.2639 -0.243 0.110 0.130
H -8.8044 5.2139 -2.8556 -0.404 0.046 -0.001
H -8.8597 6.4056 -4.1930 0.064 -0.032 0.195
H -7.9135 4.9287 -4.3151 -0.201 -0.128 -0.268
H -10.9817 5.1621 -4.2376 -0.004 -0.033 0.046
H -10.7559 4.2697 -6.5828 -0.027 0.115 0.048
H -9.0216 4.4109 -6.4654 0.146 0.110 0.119
H -10.0466 5.8654 -6.4802 0.022 0.104 0.255
H -10.6734 2.8495 -4.8052 0.062 0.076 0.025
```
Forces are in eV/Å.